[1]
The following is a DFT calculation (ωB97M-V/def2-TZVPD) of a structure of composition C44H51N4OSSbTeW.

Properties
Kohn-Sham gap (alpha / beta): 5.245 / 5.061 eV
LUMO level (alpha / beta): -7.237 / -7.317 eV
Calculated total energy: -80942.093 eV

Structure (ORCA input):
```
! wB97M-V def2-TZVPD RIJCOSX def2/J DEFGRID3
* xyz 2 1
W -0.00666 0.19843 0.37307
C 5.72349 0.04160 -0.28625
C 4.98299 -0.78492 0.72172
C 5.59033 -1.23529 1.89570
C 4.87823 -2.04484 2.75875
C 3.56859 -2.38475 2.43607
C 3.03795 -1.88255 1.25712
N 3.72097 -1.10037 0.42765
Sb 1.01126 -2.37812 0.75465
C 1.29045 -3.45763 -1.05430
C 2.52633 -4.02011 -1.31701
C 2.68095 -4.71810 -2.50806
C 1.60279 -4.81449 -3.36358
C 0.38777 -4.22451 -3.01005
C -0.79553 -4.32901 -3.92758
N 0.23422 -3.55705 -1.86237
C -1.72652 -0.29255 1.51291
C -2.75248 -0.39447 2.43249
C -3.88958 -1.05964 1.99768
C -3.96242 -1.57897 0.70872
C -2.91298 -1.42848 -0.18787
C -2.92874 -2.01050 -1.55582
N -1.84029 -0.76891 0.28321
H 6.52695 0.61507 0.17300
H 5.03573 0.71570 -0.79471
H 6.16925 -0.60939 -1.04138
H 6.61222 -0.95638 2.11435
H 5.33479 -2.41570 3.66698
H 2.99026 -3.03411 3.08210
H 3.35325 -3.90199 -0.62895
H 3.63005 -5.17138 -2.76185
H 1.68482 -5.34466 -4.30297
H -1.13952 -5.36202 -3.99684
H -0.53637 -4.00858 -4.93733
H -1.61585 -3.71620 -3.56337
H -2.69289 0.03009 3.42532
H -4.73942 -1.17250 2.65885
H -4.85238 -2.10104 0.38465
H -3.87458 -1.78817 -2.04859
H -2.82350 -3.09430 -1.48781
H -2.10587 -1.63419 -2.15510
S 0.88512 0.97591 2.45070
C 0.19087 0.19918 3.85907
N -0.04445 -1.12036 3.93327
C -0.48192 -1.74750 5.04230
C -0.70655 -1.03251 6.18848
C -0.46377 0.34239 6.16452
C -0.01707 0.95594 5.01033
H 0.11780 -1.68939 3.09626
H -0.63037 -2.81400 4.95191
H -1.05384 -1.53362 7.07907
H -0.62702 0.93557 7.05446
H 0.17515 2.01866 4.97743
C -7.56478 1.27225 0.32567
C -6.10092 1.49151 0.07220
C -5.53697 1.22893 -1.17100
C -4.18873 1.44508 -1.42575
C -3.67749 1.23801 -2.82527
C -3.37026 1.90633 -0.37836
Te -1.34423 2.27987 -0.76272
C -3.92283 2.22866 0.87394
C -3.16158 2.88274 1.99794
C -5.28125 2.00302 1.07028
H -8.06181 0.84311 -0.54198
H -8.05594 2.21627 0.56446
H -7.71932 0.60374 1.17416
H -6.17222 0.87354 -1.97432
H -4.44510 0.78170 -3.44893
H -2.79544 0.59861 -2.85604
H -3.40057 2.18806 -3.28597
H -2.09465 2.66041 1.98710
H -3.57549 2.57966 2.96074
H -3.26690 3.96779 1.93269
H -5.71621 2.25265 2.03279
C 1.55195 4.15579 1.09682
C 2.82708 3.61829 0.44234
C 3.60621 2.60845 1.28737
C 2.58392 3.14813 -0.97793
C 2.98817 3.99082 -2.01181
C 2.83959 3.64373 -3.33997
C 2.31338 2.40636 -3.66811
C 1.88796 1.51777 -2.68936
C 1.48012 0.12661 -3.13594
C 2.55192 -0.90579 -2.79764
C 0.08649 -0.32137 -2.73663
C 1.99294 1.93419 -1.35237
O 1.45238 1.10587 -0.37344
H 1.79289 4.64322 2.04315
H 0.81839 3.37786 1.30167
H 1.07694 4.89555 0.45153
H 3.48692 4.48286 0.33760
H 3.17730 1.60775 1.26869
H 3.65612 2.94299 2.32508
H 4.62893 2.52705 0.91840
H 3.43872 4.94045 -1.75196
H 3.16032 4.32316 -4.11763
H 2.24791 2.10750 -4.70689
H 1.43454 0.18529 -4.22791
H 2.69532 -1.00847 -1.72258
H 3.50862 -0.60036 -3.22356
H 2.28990 -1.87909 -3.21794
H -0.01948 -0.55750 -1.64265
H -0.15310 -1.28649 -3.18446
H -0.67167 0.41219 -2.99658
*
```

---

[2]
The following is a DFT calculation (ωB97M-V/def2-TZVPD) of a cluster of 4 separate species, C44H53N2O9P in total at a distorted geometry.

Properties
Kohn-Sham gap: 6.090 eV
LUMO level: -1.742 eV
Calculated total energy: -77180.944 eV

Structure (ORCA input):
```
! wB97M-V def2-TZVPD RIJCOSX def2/J DEFGRID3
* xyz 0 1
C 3.54872 -0.47566 0.50990
C 4.22118 0.70097 -0.17539
C 3.23559 1.56054 -0.98838
C 1.97255 1.90389 -0.25552
C 1.95074 2.65972 0.88200
C 3.15393 3.28213 1.56258
C 4.14628 3.98020 0.61438
C 3.83369 2.33973 2.59059
C 5.16920 2.88329 3.07214
C 0.69357 2.87639 1.50646
P 0.51493 3.84462 3.06135
C 0.99154 2.76128 4.48749
O -1.08922 4.10608 3.28378
C -0.44613 2.39755 0.98570
C -0.45606 1.66843 -0.19190
N -1.66532 1.26676 -0.67444
C -1.59299 0.60209 -1.78318
C -2.92997 0.20623 -2.37744
C -3.12443 -1.23595 -2.88594
C -3.71152 -2.14941 -1.78800
C -3.20485 -3.60700 -1.95050
C -1.96330 -3.84244 -1.05023
C -0.85122 -4.38759 -1.96680
C 0.48146 -4.45681 -1.23948
C 1.57371 -4.95344 -2.15390
O 1.78599 -3.96927 -3.17710
C 2.56430 -4.47050 -4.18098
C 4.04877 -4.58239 -3.99215
O 2.05990 -4.79230 -5.21971
C -0.37368 0.27343 -2.42025
N 0.78096 0.65463 -1.95208
C 0.75148 1.40506 -0.79936
H 4.33541 -1.09120 0.94908
H 2.89358 -0.18686 1.32388
H 3.05938 -1.10554 -0.21834
H 4.85744 1.28475 0.47588
H 4.88398 0.27094 -0.92066
H 3.04469 0.99849 -1.88976
H 3.75859 2.45492 -1.30443
H 2.76565 4.09241 2.17747
H 4.91946 3.33057 0.22828
H 3.57062 4.41355 -0.19326
H 4.63143 4.77649 1.16399
H 3.17647 2.34987 3.45059
H 3.86518 1.31461 2.25652
H 5.52863 2.35210 3.94638
H 5.00367 3.90515 3.40649
H 5.92300 2.89224 2.29515
H 0.25515 2.94292 5.26300
H 1.93682 3.13049 4.85782
H 1.05398 1.70740 4.24025
H -1.57782 3.27759 3.41158
H -1.39133 2.59592 1.45963
H -3.64978 0.36768 -1.58304
H -3.17599 0.92277 -3.15771
H -2.25431 -1.69786 -3.33467
H -3.86878 -1.17114 -3.67532
H -3.48498 -1.73784 -0.81120
H -4.79157 -2.18600 -1.91270
H -3.98426 -4.30509 -1.67240
H -2.93596 -3.79651 -2.98284
H -1.62639 -2.89311 -0.64797
H -2.20952 -4.56471 -0.28081
H -1.14732 -5.37402 -2.30721
H -0.78389 -3.70564 -2.80955
H 0.34619 -5.09422 -0.36905
H 0.70986 -3.45998 -0.86501
H 2.48742 -5.07653 -1.57226
H 1.24872 -5.89013 -2.60296
H 4.43014 -5.20079 -4.78924
H 4.46591 -3.59139 -4.12925
H 4.32735 -4.99720 -3.03266
H -0.38978 -0.30525 -3.32905
C -5.33804 -9.13826 -0.89600
C -4.50420 -8.11938 -0.70890
C -3.81408 -7.47032 -1.85118
O -3.05239 -6.54214 -1.68175
C -4.09025 -7.99885 -3.20997
C -4.92401 -9.01773 -3.39800
C -5.61516 -9.66840 -2.25575
O -6.37588 -10.59477 -2.42564
H -5.85094 -9.62642 -0.07724
H -4.28944 -7.71787 0.27334
H -3.57697 -7.50996 -4.02836
H -5.13835 -9.41851 -4.38035
C -3.55220 2.88780 5.72640
C -4.08946 2.72174 6.93142
C -5.15729 1.71613 7.16675
O -5.64829 1.56519 8.26277
C -5.60041 0.90316 6.00485
C -5.06303 1.06984 4.79996
C -3.99696 2.07355 4.56790
O -3.50529 2.22345 3.46775
H -2.77374 3.61672 5.53265
H -3.78017 3.30403 7.78983
H -6.37864 0.17592 6.19730
H -5.37168 0.48883 3.94037
C 3.45738 7.58671 -2.58920
C 2.49811 8.47813 -2.82066
C 1.89792 9.26858 -1.71575
O 1.02316 10.07928 -1.92595
C 2.41109 9.02603 -0.34347
C 3.37058 8.13470 -0.11252
C 3.97052 7.34526 -1.21719
O 4.84514 6.53370 -1.00648
H 3.90728 6.99969 -3.37976
H 2.11095 8.66965 -3.81319
H 1.96079 9.61195 0.44743
H 3.75714 7.94249 0.88027
*
```

---

Question: Which value of calculated total energy does entry 2 give?
Answer: -77180.944 eV

---

Question: Among the records above, which one has the highest calculated total energy?
Answer: C44H53N2O9P

---

Question: Which formula does entry 2 have?
Answer: C44H53N2O9P